The following is a quantum chemistry calculation of C26H23MnN4O3PSSe as an isolated structure, from OMol25.

The value obtained for the LUMO energy (spin up / spin down) is 4.2779 / 4.2761 eV. The HOMO energy (spin up / spin down) comes out at -2.77 / -3.02 eV. Its energy above the lowest of the compared OMol25 structures with the same formula, charge and spin is 0.59 kcal per mole. The calculation puts the molecular weight at 636.4 g mol⁻¹. The expectation value of S² is 8.758. As for the spin multiplicity: 6. The value obtained for the calculated total energy is -5741.48785 a.u. As for the net charge: -2.

```
60
Properties=species:S:1:pos:R:3:forces:R:3
Mn 1.617 0.150 -0.821 0.13 -0.02 0.11
O -0.819 2.733 1.522 -0.02 0.00 -0.01
C -0.375 1.646 1.163 -0.04 0.06 0.01
O 0.685 1.467 0.472 0.03 0.03 -0.01
C -1.162 0.377 1.540 0.03 -0.07 0.00
P -0.041 -1.074 1.444 -0.03 0.00 -0.07
C -1.105 -2.482 1.934 -0.04 0.00 0.05
C -2.459 -2.381 2.245 0.00 0.03 -0.01
C -3.204 -3.512 2.557 0.00 -0.04 0.01
C -2.602 -4.761 2.574 0.00 0.02 -0.01
C -1.250 -4.874 2.267 -0.02 0.01 0.00
C -0.512 -3.748 1.940 0.02 -0.02 0.01
C 0.969 -0.851 2.963 -0.09 -0.02 0.02
C 2.214 -0.240 2.841 0.02 0.02 0.05
C 3.006 -0.016 3.960 0.01 0.01 -0.06
C 2.564 -0.414 5.211 -0.03 -0.02 0.04
C 1.325 -1.032 5.346 0.04 0.02 0.00
C 0.533 -1.246 4.229 0.02 0.01 -0.05
H -1.941 0.246 0.781 -0.01 0.01 0.02
H -1.649 0.523 2.504 0.03 0.02 0.02
H -2.943 -1.412 2.247 0.01 0.00 -0.01
H -4.258 -3.414 2.792 0.00 0.01 0.00
H -3.183 -5.643 2.817 0.00 0.00 0.00
H -0.769 -5.844 2.267 0.00 0.00 0.00
H 0.539 -3.855 1.686 0.00 0.01 -0.01
H 2.586 0.073 1.876 0.01 -0.01 -0.01
H 3.966 0.466 3.825 0.00 0.00 0.00
H 3.184 -0.248 6.085 0.00 0.00 0.00
H 0.978 -1.350 6.322 0.00 0.00 0.00
H -0.430 -1.732 4.339 0.00 0.00 0.01
C -1.025 3.654 -3.816 0.03 0.05 -0.02
N -0.937 3.719 -2.378 0.00 0.01 0.01
C 0.385 3.771 -1.789 0.05 -0.04 0.02
C -2.042 3.658 -1.613 -0.05 -0.04 0.16
O -3.191 3.592 -2.030 -0.02 0.01 -0.07
H -0.721 4.607 -4.263 0.01 -0.02 -0.01
H -2.053 3.441 -4.096 0.00 -0.01 -0.01
H -0.370 2.865 -4.192 -0.01 -0.01 0.00
H 0.923 4.659 -2.133 -0.01 0.02 0.00
H 0.963 2.887 -2.063 0.02 0.01 -0.03
H 0.310 3.784 -0.703 -0.01 -0.01 0.01
H -1.804 3.666 -0.537 -0.02 -0.01 -0.03
S 3.683 1.604 -1.321 -0.03 0.01 -0.04
C 4.370 1.559 0.209 0.01 -0.02 0.02
N 4.861 1.535 1.261 -0.02 0.01 0.00
Se 3.401 -4.346 0.636 -0.01 0.03 -0.01
C 2.981 -2.690 0.066 0.02 -0.05 0.01
N 2.679 -1.626 -0.287 0.00 0.02 -0.06
N -2.502 0.220 -7.198 0.00 0.01 0.00
C -1.886 0.206 -6.224 0.00 -0.02 0.03
C -1.111 0.179 -5.015 0.00 0.02 -0.01
C -1.728 0.333 -3.773 0.00 0.01 -0.02
C -0.955 0.305 -2.622 0.00 -0.02 0.03
C 0.440 0.125 -2.627 -0.05 0.05 -0.11
C 1.014 -0.002 -3.906 0.00 -0.02 0.01
C 0.274 0.018 -5.078 -0.01 -0.01 0.01
H -2.798 0.497 -3.723 0.00 -0.02 0.02
H -1.471 0.443 -1.676 -0.01 0.00 0.01
H 2.090 -0.122 -3.991 0.01 -0.02 -0.01
H 0.752 -0.090 -6.045 0.02 0.00 0.01
```
Forces are in eV/Å.


The following is a quantum chemistry calculation of an isolated ion of composition BrN2 and charge +1, from OMol25.

The value obtained for the LUMO energy is -10.1243 eV. The HOMO energy comes out at -18.92 eV. Its energy above the lowest of the compared OMol25 structures with the same formula, charge and spin is 0.00 kcal per mole. The calculation puts the molecular weight at 107.9 g mol⁻¹. As for the SMILES: N#[N+]Br. The value obtained for the calculated total energy is -2683.12314 a.u. As for the net charge: +1.

```
3
Properties=species:S:1:pos:R:3:forces:R:3
N -1.275 -0.311 0.553 1.01 0.34 -0.50
N -0.306 -0.043 0.113 1.34 0.12 -0.45
Br 1.581 0.354 -0.667 -2.35 -0.46 0.95
```
Forces are in eV/Å.


The following is a quantum chemistry calculation of C41H42MnN4O6P2S2Si as an isolated structure, from OMol25.

The value obtained for the LUMO energy (spin up / spin down) is 4.1696 / 4.1685 eV. The HOMO energy (spin up / spin down) comes out at -0.75 / -1.30 eV. Its energy above the lowest of the compared OMol25 structures with the same formula, charge and spin is 73.71 kcal per mole. The calculation puts the molecular weight at 895.9 g mol⁻¹. The expectation value of S² is 8.762. As for the spin multiplicity: 6. The value obtained for the calculated total energy is -5177.66844 a.u. As for the net charge: -2.

```
99
Properties=species:S:1:pos:R:3:forces:R:3
Mn -1.262 0.977 -0.398 0.22 0.52 0.49
N 0.734 1.051 -3.370 -0.25 -0.21 0.11
P -0.981 0.525 -3.335 0.44 -0.06 -0.22
C -1.430 0.936 -5.073 -0.08 -0.02 0.25
C -0.530 1.227 -6.092 0.05 0.03 -0.08
C -0.991 1.531 -7.368 -0.02 -0.03 0.07
C -2.355 1.547 -7.628 0.03 0.01 -0.04
C -3.257 1.274 -6.608 -0.01 -0.02 0.07
C -2.800 0.980 -5.331 -0.03 0.00 -0.05
C -0.783 -1.318 -3.531 -0.17 0.16 -0.06
C -0.300 -1.912 -4.692 0.10 -0.01 -0.10
C -0.143 -3.283 -4.818 -0.02 0.07 0.09
C -0.481 -4.095 -3.744 0.02 -0.08 -0.04
C -0.998 -3.544 -2.587 0.03 0.10 0.03
C -1.174 -2.162 -2.483 0.07 -0.14 -0.02
P 1.322 0.795 -1.734 0.17 -0.62 -0.58
C 2.211 -0.826 -2.037 0.02 0.16 0.15
C 2.543 -1.280 -3.308 0.07 0.00 -0.07
C 3.273 -2.449 -3.481 -0.04 0.04 -0.01
C 3.693 -3.181 -2.380 -0.01 0.02 0.05
C 3.377 -2.732 -1.104 0.01 -0.01 -0.06
C 2.643 -1.566 -0.937 -0.05 0.01 0.04
C 2.875 1.760 -1.637 -0.22 0.18 -0.01
C 3.458 2.402 -2.721 0.09 -0.02 -0.04
C 4.645 3.103 -2.562 -0.03 -0.02 0.00
C 5.254 3.173 -1.317 -0.02 -0.01 0.02
C 4.665 2.545 -0.227 0.03 0.01 -0.02
C 3.476 1.849 -0.385 0.00 0.02 0.03
H 0.658 2.068 -3.465 0.03 0.06 0.17
H 0.533 1.212 -5.882 -0.01 0.00 0.01
H -0.283 1.754 -8.158 0.00 0.01 -0.01
H -2.714 1.785 -8.623 0.00 0.00 0.00
H -4.323 1.305 -6.802 0.00 0.00 -0.01
H -3.488 0.799 -4.508 -0.01 0.02 -0.01
H -0.017 -1.274 -5.522 -0.01 0.01 0.01
H 0.253 -3.708 -5.731 0.00 -0.01 -0.01
H -0.350 -5.169 -3.811 0.00 0.00 0.02
H -1.275 -4.173 -1.749 -0.01 -0.01 0.00
H -1.696 -2.201 -0.619 0.10 0.00 0.02
H 2.222 -0.707 -4.168 -0.01 0.00 0.00
H 3.508 -2.789 -4.483 0.00 -0.01 0.00
H 4.257 -4.097 -2.514 0.00 0.00 0.00
H 3.692 -3.294 -0.232 0.00 0.00 0.00
H 2.374 -1.243 0.061 -0.03 0.01 0.01
H 2.984 2.350 -3.694 -0.01 0.00 0.01
H 5.093 3.602 -3.414 0.00 0.01 0.00
H 6.177 3.727 -1.192 0.01 0.00 0.00
H 5.121 2.608 0.754 0.00 0.01 0.00
H 3.002 1.386 0.476 -0.01 0.00 0.00
C 3.588 -0.427 4.604 0.13 0.03 0.04
Si 1.753 -0.671 4.256 -0.02 0.06 0.07
C 1.557 -2.441 3.710 -0.05 -0.13 -0.13
C 0.856 -0.486 5.892 -0.07 0.01 0.11
C 1.208 0.728 3.147 0.03 -0.02 -0.07
C 1.491 2.011 3.611 0.02 -0.02 -0.01
C 1.082 3.138 2.920 -0.02 -0.02 -0.02
C 0.388 2.939 1.742 0.05 0.17 -0.14
N 0.134 1.737 1.249 -0.08 -0.37 0.05
C 0.493 0.626 1.934 -0.15 -0.07 -0.08
S -0.001 -0.893 1.218 0.10 0.29 0.06
H 3.942 -1.164 5.332 0.01 0.00 -0.01
H 3.791 0.568 5.008 0.01 0.00 0.00
H 4.181 -0.540 3.693 -0.02 -0.01 -0.01
H 2.022 -3.081 4.468 0.00 -0.03 0.00
H 2.029 -2.624 2.743 0.02 -0.01 0.02
H 0.506 -2.708 3.603 0.01 0.01 0.02
H 1.150 -1.277 6.588 -0.01 0.01 0.02
H -0.226 -0.538 5.746 0.00 -0.01 -0.02
H 1.079 0.477 6.356 -0.02 0.00 0.00
H 2.032 2.135 4.546 -0.01 0.00 0.01
H 1.261 4.137 3.292 0.01 0.00 0.00
H 0.020 3.773 1.155 -0.01 0.00 -0.01
C -3.669 -2.693 6.775 0.00 -0.01 -0.03
C -3.645 -1.614 5.722 -0.03 0.04 0.07
C -4.259 -0.383 5.941 0.00 -0.01 -0.01
C -4.192 0.628 4.992 -0.02 -0.04 -0.04
C -3.504 0.423 3.804 0.03 -0.06 0.12
C -2.903 -0.804 3.563 0.01 0.01 0.07
C -2.976 -1.810 4.519 0.03 -0.02 -0.08
S -3.272 1.780 2.646 0.27 0.09 0.40
O -2.160 2.498 3.249 -0.03 0.00 -0.02
O -4.555 2.469 2.661 -0.03 0.01 -0.06
N -2.855 1.150 1.303 -0.82 -0.07 -0.92
C -3.962 0.833 0.349 0.17 0.32 0.45
C -3.300 0.816 -1.043 -0.55 -0.27 0.30
O -4.037 0.720 -2.022 0.21 -0.04 -0.15
O -1.745 -1.618 -1.385 0.09 0.03 -0.20
H -4.380 -2.455 7.567 -0.01 0.00 0.00
H -2.685 -2.811 7.236 0.00 0.00 0.00
H -3.946 -3.660 6.349 0.00 0.00 0.00
H -4.794 -0.214 6.871 0.00 0.00 0.00
H -4.668 1.585 5.162 0.00 0.01 0.00
H -2.352 -0.943 2.640 0.00 -0.01 -0.02
H -2.494 -2.764 4.325 0.01 0.00 0.01
H -4.755 1.586 0.391 -0.02 0.01 -0.06
H -4.433 -0.143 0.550 0.09 -0.09 -0.02
O 0.633 3.670 -1.903 -0.10 -0.05 0.04
N -0.510 4.002 -1.533 0.09 0.00 -0.12
O -1.329 3.066 -1.379 0.26 0.05 0.17
```
Forces are in eV/Å.


The following is a quantum chemistry calculation of C2H3MnO2 as an isolated structure, from OMol25.

The value obtained for the LUMO energy (spin up / spin down) is 4.0029 / 3.4732 eV. The HOMO energy (spin up / spin down) comes out at -2.41 / -2.88 eV. The calculation puts the molecular weight at 114.0 g mol⁻¹. The expectation value of S² is 8.778. As for the spin multiplicity: 6. The value obtained for the calculated total energy is -1379.35229 a.u. As for the net charge: -1.

```
8
Properties=species:S:1:pos:R:3:forces:R:3
O 0.983 -1.893 -0.511 0.25 -0.03 -0.04
Mn 0.709 -0.010 -0.537 0.17 -0.27 0.76
O 2.109 -1.093 0.114 0.00 -0.07 -0.28
C -2.060 0.609 0.473 0.40 0.49 0.39
C -0.964 1.111 -0.142 -0.92 0.18 -0.44
H -3.066 1.043 0.370 0.28 0.02 0.13
H -1.986 -0.186 1.227 -0.06 -0.09 -0.56
H -1.198 2.013 -0.737 -0.12 -0.23 0.04
```
Forces are in eV/Å.


The following is a quantum chemistry calculation of a 12-piece molecular cluster, C72H60F12 overall, from OMol25.

The value obtained for the LUMO energy is 0.6430 eV. The HOMO energy comes out at -8.92 eV. Its energy above the lowest of the compared OMol25 structures with the same formula, charge and spin is 53.35 kcal per mole. The calculation puts the molecular weight at 1153.2 g mol⁻¹. As for the SMILES: Fc1ccccc1.Fc1ccccc1.Fc1ccccc1.Fc1ccccc1.Fc1ccccc1.Fc1ccccc1.Fc1ccccc1.Fc1ccccc1.Fc1ccccc1.Fc1ccccc1.Fc1ccccc1.Fc1ccccc1. The value obtained for the calculated total energy is -3977.91345 a.u. As for the net charge: 0.

```
144
Properties=species:S:1:pos:R:3:forces:R:3
F -2.835 -2.007 -3.075 0.21 -0.75 -0.56
C -3.573 -2.167 -1.970 0.03 -0.24 1.24
C -4.444 -1.130 -1.709 -0.69 0.43 0.24
C -5.053 -1.008 -0.464 0.33 -1.31 0.38
C -4.791 -2.000 0.497 -0.57 0.11 -0.51
C -3.975 -3.075 0.190 0.46 -0.63 -0.59
C -3.366 -3.221 -1.061 0.25 1.92 -0.38
H -4.669 -0.444 -2.512 0.23 0.28 0.03
H -5.743 -0.222 -0.195 0.03 0.19 -0.33
H -5.345 -1.996 1.424 0.25 0.17 0.24
H -3.718 -3.854 0.892 -0.31 0.09 0.40
H -2.576 -3.938 -1.226 -0.19 -0.28 -0.12
F 1.445 2.821 -3.242 -0.49 0.11 -0.15
C 2.330 3.134 -2.290 -0.24 0.99 0.99
C 1.969 3.947 -1.217 -0.81 -0.45 0.25
C 2.855 4.202 -0.186 1.05 -0.69 -0.79
C 4.136 3.624 -0.278 -0.18 -0.43 -0.40
C 4.523 2.866 -1.403 -0.80 0.99 0.31
C 3.597 2.666 -2.443 0.74 -0.37 0.28
H 0.943 4.250 -1.063 -0.17 0.24 -0.45
H 2.551 4.846 0.626 0.08 -0.16 0.17
H 4.844 3.676 0.536 0.05 0.37 0.07
H 5.560 2.566 -1.425 -0.09 -0.41 -0.32
H 3.707 2.141 -3.380 0.82 -0.25 0.07
F -1.726 2.170 -5.143 0.34 -0.32 -0.31
C -0.774 1.249 -5.485 -1.76 -1.70 1.20
C 0.378 1.652 -6.045 1.35 0.59 -0.86
C 1.363 0.707 -6.294 0.28 -1.44 -0.11
C 1.175 -0.658 -6.018 -1.26 0.87 0.08
C -0.084 -1.084 -5.539 0.30 1.33 0.28
C -1.066 -0.112 -5.216 1.00 0.36 -0.95
H 0.518 2.673 -6.367 0.00 0.15 0.26
H 2.291 0.967 -6.781 0.07 0.39 0.06
H 1.947 -1.382 -6.231 0.02 0.01 -0.01
H -0.211 -2.148 -5.401 -0.44 -0.02 0.18
H -2.073 -0.336 -4.897 0.10 -0.28 0.25
F -0.838 6.275 5.872 0.10 -0.85 -0.54
C -1.521 5.398 5.074 -1.12 0.29 -0.10
C -1.340 4.025 5.140 0.22 0.33 1.06
C -2.191 3.132 4.487 -0.22 2.14 -0.62
C -3.234 3.716 3.719 0.47 -0.90 -0.17
C -3.391 5.100 3.599 0.65 -0.86 0.31
C -2.535 5.930 4.288 0.35 0.49 0.03
H -0.613 3.679 5.861 0.25 -0.23 -0.17
H -1.930 2.087 4.574 -0.57 -0.17 -0.17
H -3.887 3.086 3.133 -0.06 -0.14 0.14
H -4.130 5.560 2.958 -0.20 -0.29 -0.03
H -2.671 6.996 4.181 0.19 0.15 0.26
F 3.439 -1.441 5.425 -0.88 1.91 0.18
C 2.922 -0.144 5.578 -0.55 0.36 0.17
C 2.461 0.273 6.868 1.06 -0.78 -1.87
C 2.079 1.595 7.055 -0.31 0.06 -1.44
C 1.976 2.454 5.932 0.86 -0.54 -0.28
C 2.357 2.024 4.629 -0.82 -0.54 2.03
C 2.805 0.714 4.455 0.42 -0.41 0.86
H 2.442 -0.464 7.657 0.19 0.09 0.18
H 1.811 1.901 8.056 -0.12 0.25 -0.07
H 1.679 3.485 6.060 -0.10 0.03 0.10
H 2.206 2.664 3.772 0.16 0.13 0.01
H 3.093 0.437 3.452 0.12 -0.51 0.08
F 1.379 -1.761 -1.095 0.36 0.25 0.05
C 0.696 -0.965 -0.237 0.27 0.51 -0.20
C -0.572 -1.348 0.065 -0.52 -1.25 -0.29
C -1.330 -0.647 0.975 0.11 -0.52 0.05
C -0.756 0.454 1.547 -0.27 1.25 0.01
C 0.511 0.902 1.181 -0.47 0.32 0.13
C 1.262 0.193 0.267 0.54 -0.84 0.01
H -0.899 -2.267 -0.399 -0.32 -0.05 0.05
H -2.292 -1.009 1.308 -0.07 0.12 -0.31
H -1.373 1.071 2.183 0.14 0.07 0.39
H 0.829 1.850 1.588 0.38 0.00 0.04
H 2.295 0.387 0.020 0.02 0.48 -0.09
F -2.115 -2.404 3.052 -0.14 -0.49 0.97
C -1.574 -2.819 4.255 0.41 0.86 -1.17
C -2.151 -3.854 4.945 0.02 -0.62 0.48
C -1.477 -4.361 6.073 0.39 1.58 -1.46
C -0.235 -3.782 6.327 -1.06 -0.34 2.09
C 0.221 -2.613 5.721 1.27 -0.92 0.79
C -0.402 -2.131 4.630 -1.96 -0.52 -1.44
H -3.065 -4.344 4.644 -0.14 0.33 -0.32
H -1.974 -5.086 6.700 0.43 -0.26 -0.03
H 0.222 -4.139 7.238 0.58 0.06 -0.04
H 1.133 -2.155 6.074 0.05 -0.06 0.04
H -0.061 -1.336 3.983 0.10 0.21 0.19
F 1.296 -6.039 -6.534 -0.62 -0.46 -0.14
C 1.005 -5.528 -5.318 0.72 0.42 0.17
C -0.201 -5.773 -4.682 -0.25 0.74 1.08
C -0.495 -5.102 -3.436 1.15 0.19 -2.01
C 0.499 -4.272 -2.899 -0.01 -0.81 -0.04
C 1.752 -4.200 -3.491 0.37 -0.19 -1.69
C 2.012 -4.752 -4.781 -0.68 0.59 2.38
H -0.877 -6.449 -5.184 -0.32 0.09 0.14
H -1.495 -5.089 -3.028 0.01 -0.43 0.09
H 0.396 -3.727 -1.972 -0.42 -0.11 0.04
H 2.543 -3.656 -2.996 -0.03 0.18 -0.04
H 2.963 -4.586 -5.265 -0.03 -0.14 -0.13
F 5.732 -3.948 -2.324 0.64 -1.27 1.59
C 5.440 -3.084 -3.244 -1.23 1.89 -2.22
C 5.913 -3.237 -4.535 -0.09 -0.17 -0.11
C 5.434 -2.371 -5.500 0.11 1.16 0.03
C 4.626 -1.256 -5.188 0.75 -1.23 -0.47
C 4.191 -1.075 -3.888 0.27 -0.42 -0.33
C 4.563 -2.041 -2.954 0.49 -0.21 0.88
H 6.629 -4.006 -4.785 -0.06 -0.17 0.02
H 5.794 -2.451 -6.515 0.01 -0.18 -0.10
H 4.409 -0.600 -6.018 -0.29 0.28 0.22
H 3.586 -0.208 -3.669 -0.16 -0.16 0.41
H 4.279 -2.047 -1.912 -0.43 0.49 0.11
F 0.458 4.759 2.227 0.77 0.45 0.48
C -0.133 5.532 1.298 0.12 0.64 -0.39
C -1.173 4.925 0.668 -1.17 -0.38 -0.98
C -1.876 5.624 -0.298 0.27 0.25 0.01
C -1.540 6.930 -0.606 0.50 -0.03 -0.65
C -0.437 7.548 -0.009 0.51 -0.98 0.85
C 0.296 6.834 0.965 -1.27 -0.80 0.72
H -1.479 3.906 0.857 0.27 -0.13 0.36
H -2.650 5.153 -0.885 -0.17 -0.17 0.18
H -2.093 7.322 -1.447 0.12 0.71 0.11
H -0.050 8.530 -0.237 -0.44 0.16 -0.24
H 0.995 7.297 1.645 0.46 0.14 -0.40
F -4.906 3.171 1.090 -0.36 -0.14 1.84
C -4.570 3.161 -0.173 -0.63 0.19 -1.57
C -5.245 3.924 -1.052 -0.42 1.56 -1.82
C -4.835 3.919 -2.414 -2.06 0.55 1.53
C -3.867 3.096 -2.859 2.34 -0.65 -0.16
C -3.140 2.287 -1.947 -1.82 1.11 -0.14
C -3.615 2.330 -0.636 2.72 -2.06 0.12
H -6.024 4.590 -0.711 -0.13 0.03 -0.03
H -5.376 4.531 -3.121 -0.01 0.18 0.02
H -3.554 3.220 -3.885 0.07 -0.43 -0.12
H -2.304 1.688 -2.277 -0.05 -0.18 0.20
H -3.180 1.679 0.109 0.36 -0.18 0.09
F -0.037 -6.378 3.757 0.02 -0.05 -0.06
C 0.397 -6.210 2.487 -0.10 -0.20 -0.51
C 0.328 -7.283 1.600 0.52 1.56 -0.64
C 0.814 -6.989 0.307 0.24 -0.40 0.41
C 1.426 -5.789 -0.018 -0.15 0.67 0.89
C 1.457 -4.722 0.921 0.14 -1.18 -0.80
C 0.904 -4.936 2.162 -0.23 -1.31 0.86
H -0.013 -8.277 1.851 -0.18 0.16 0.19
H 0.801 -7.762 -0.447 -0.01 -0.16 -0.02
H 1.936 -5.696 -0.965 -0.21 0.12 -0.11
H 1.984 -3.817 0.654 -0.13 0.20 0.13
H 0.935 -4.295 3.031 0.07 0.64 -0.28
```
Forces are in eV/Å.


Q: Look up the net charge of the fourth one.
A: -1


Q: Which formula does entry 1 have?
A: C26H23MnN4O3PSSe